A structure of composition C24H41AsBNOP2Re at a distorted geometry, computed with ωB97M-V/def2-TZVPD.

```
72
Properties=species:S:1:pos:R:3:forces:R:3
Re -0.376660 -1.281542 -0.143194 -2.067 0.406 -0.849
As 1.200724 1.573348 0.108810 0.125 -0.983 -0.441
P -1.703699 -1.236324 -2.006432 -1.504 1.846 -3.555
P -0.980815 -1.988494 1.902257 -0.649 -0.263 4.777
O 1.087272 -0.225833 -0.229939 1.564 2.592 0.306
N 0.144323 -4.177314 -0.907796 0.221 -1.410 0.977
C -1.639850 2.549051 3.071864 0.323 0.018 -0.157
C 0.580603 2.805353 4.045499 -0.005 -0.306 -0.508
C -2.340786 -1.226875 2.871102 -0.588 0.268 -0.305
C -0.250736 3.746904 -3.769852 -0.011 -0.052 0.228
C -0.500803 -1.182542 -3.420617 0.634 -0.295 0.162
C -1.104865 -3.699413 2.452149 -0.006 -0.933 0.277
C 5.165088 0.289041 0.234819 -0.408 0.490 0.003
C 1.070655 2.009041 -2.705247 -0.061 0.497 -0.137
C 0.516400 2.384398 -1.464992 -0.339 0.454 -0.349
C -1.060892 2.092278 1.875407 -0.489 0.130 -0.070
C -0.814016 2.915086 4.150690 0.088 -0.211 -0.272
C 5.829036 1.526401 0.318111 -0.404 0.143 0.028
C 3.731422 2.737623 0.255719 0.018 -0.648 0.040
C 3.761658 0.269086 0.166714 0.251 0.082 0.118
C 0.331303 1.984860 1.758204 0.141 0.505 0.619
C -2.523683 0.395790 -2.373113 -0.100 0.101 0.483
C -2.963304 -2.386242 -2.635285 -0.332 -0.520 0.107
C 0.442672 -1.356183 2.919596 0.605 0.183 -0.189
C 3.061353 1.492890 0.184531 1.370 0.722 0.170
C 0.691286 2.708256 -3.866447 -0.109 -0.253 0.766
C 5.129197 2.748985 0.330336 -0.509 -0.199 -0.037
C -0.813438 4.113517 -2.536353 0.179 -0.399 0.128
C -0.429046 3.424063 -1.377769 0.205 0.010 -0.026
C 1.157939 2.332212 2.853688 -0.411 0.107 -0.116
B -1.229399 -4.845717 -0.735125 1.080 -0.390 -0.329
H -2.684249 -3.434308 -2.472826 -0.121 0.469 -0.313
H 6.909560 1.552392 0.385141 -0.029 -0.060 -0.030
H 5.726462 -0.656365 0.229649 -0.272 0.592 -0.008
H -3.157189 -3.893843 -0.136294 -0.467 -1.122 0.126
H -1.372301 -5.272959 0.358525 -0.361 -0.190 -0.549
H 3.226571 -0.687582 0.107684 0.376 0.584 0.037
H 5.633416 3.718595 0.402024 0.003 -0.556 -0.054
H -1.701336 1.824194 1.022870 0.213 0.205 0.418
H -2.925734 0.400729 -3.402194 0.258 -0.198 0.400
H -3.917922 -2.233538 -2.102736 0.324 0.081 -0.386
H 0.448714 -0.251619 2.995178 -0.233 -0.590 -0.127
H -1.809160 1.234525 -2.262701 -0.278 -0.525 -0.029
H 3.129677 3.658210 0.258370 0.528 -0.259 0.000
H 0.369065 -1.763394 3.938965 -0.132 0.022 -0.307
H 2.236454 2.242778 2.747873 -0.108 0.094 0.166
H -1.542625 4.929102 -2.460188 0.377 -0.379 -0.128
H -3.322525 -1.568980 2.511327 0.261 0.088 0.040
H -1.066245 -1.034400 -4.360687 0.198 -0.131 0.515
H -0.140615 -4.232190 2.340291 -0.429 0.281 0.252
H 1.141147 2.443362 -4.825765 -0.198 0.131 0.304
H 0.079572 -2.120643 -3.495228 -0.225 0.389 -0.120
H -1.854298 -4.251892 1.877884 0.031 0.249 0.290
H 1.420876 -1.654643 2.500944 -0.422 0.010 0.149
H -0.102799 -3.080732 -0.591191 1.055 -1.616 -0.453
H -1.442820 -3.694548 3.515880 0.479 -0.034 -0.727
H -1.832210 -4.840333 -1.748286 -0.189 -0.452 0.399
H -2.731886 2.659340 3.152766 0.626 -0.115 -0.066
H 1.821422 1.216290 -2.748532 -0.120 0.271 -0.062
H -0.546889 4.286567 -4.668256 0.109 -0.107 0.192
H -2.256348 -1.512276 3.934902 0.184 -0.020 -0.509
H -0.825619 3.702616 -0.397740 0.049 0.044 -0.382
H -2.313354 -0.125886 2.813521 0.088 -0.496 -0.112
H 0.495626 -4.198181 -1.873834 0.082 0.173 0.388
H -1.890330 -0.464974 0.233047 0.607 0.241 -0.074
H 0.861132 -4.567221 -0.218832 -0.929 0.861 -1.221
H 1.227833 3.084618 4.879993 -0.253 -0.092 -0.284
H -2.993444 -3.198284 -0.138588 0.268 1.189 0.127
H -3.064378 -2.196679 -3.728828 -0.045 -0.042 0.836
H -3.359028 0.551900 -1.672253 0.279 -0.046 -0.219
H 0.216874 -0.340737 -3.309633 -0.550 -0.548 0.042
H -1.260034 3.279283 5.080419 0.154 -0.088 -0.370
```
Positions in Å, forces in eV/Å.

* expectation value of S²: 6.02
* relative energy (zero: lowest compared OMol25 entry of this formula, charge and spin): 19.9 kJ/mol
* frontier orbital gap (alpha / beta): 5.9 / 5.9 eV
* calculated total energy: -111281.81474 eV
* LUMO (alpha / beta): -9.51 / -11.05 eV
* largest force on an atom: 0.0939 Eh/bohr
* net charge: +3
* spin multiplicity: 5